Record 1
CH8N2O3 | wB97M-V/def2-TZVPD

Geometry as XYZ:
```
14
Properties=species:S:1:pos:R:3
C -0.9937 0.4605 0.4325
N -0.9352 -0.1355 -0.8674
O -2.0960 -0.0869 1.0896
O -1.1807 1.8314 0.2637
H -2.7399 -0.2240 0.3765
H -1.6276 1.9032 -0.5942
H 1.1424 -0.5535 1.3016
H -0.0130 0.0983 -1.2500
H -0.8877 -1.1458 -0.7494
N 2.0272 -0.7435 -0.4646
O 2.0925 -0.3441 0.9341
H 0.0234 0.3501 0.9815
H 2.7435 -1.4736 -0.5167
H 2.4449 0.0635 -0.9372
```

For the HOMO energy, the calculation gives -10.088 eV. The calculation puts the relative energy (zero: lowest compared OMol25 entry of this formula, charge and spin) at 87.5 kcal per mole. As for the net charge: 0. The HOMO-LUMO gap is 10.89 eV. The calculation puts the largest force on an atom at 3.19 eV/A.

***

Record 2
C6H14NO | wB97M-V/def2-TZVPD

Geometry as XYZ:
```
22
Properties=species:S:1:pos:R:3
C -0.1650 0.9864 -0.5819
C 1.1948 1.5132 -1.1086
C 1.9717 2.2502 0.1247
O 2.9817 3.0454 -0.2462
C -0.1519 -0.5468 -0.6262
N -1.2307 -1.1746 0.1411
C -1.2821 -0.7891 1.5429
C -1.2351 -2.6204 -0.0114
H -0.9918 1.4741 -1.1143
H -0.2884 1.3724 0.4336
H 0.9860 2.2894 -1.8518
H 1.8627 0.7715 -1.5479
H 2.3274 1.3773 0.7320
H 1.1811 2.8583 0.6043
H -0.2848 -0.9003 -1.6555
H 0.8716 -0.8496 -0.3899
H -2.1534 -0.1515 1.7124
H -1.3660 -1.6436 2.2130
H -0.4043 -0.2972 1.9843
H -2.1885 -3.0073 0.3566
H -1.2883 -2.8195 -1.0881
H -0.3466 -3.1384 0.3771
```

For the HOMO energy, the calculation gives -2.088 eV. The calculation puts the relative energy (zero: lowest compared OMol25 entry of this formula, charge and spin) at 35.0 kcal per mole. As for the net charge: -1. The HOMO-LUMO gap is 5.44 eV. The calculation puts the largest force on an atom at 2.24 eV/A.

***

Record 3
C2H5ClO4 | wB97M-V/def2-TZVPD

Geometry as XYZ:
```
12
Properties=species:S:1:pos:R:3
C -0.5779 -0.5535 -0.5119
C 0.1780 0.0098 1.0972
O -1.8632 -1.0410 -0.4130
O -0.6030 0.5657 -1.2891
O 0.9969 1.0167 0.6868
O 0.9520 -1.0923 1.4906
Cl -0.9833 0.6212 2.2977
H 0.0767 -1.2780 -0.7789
H -2.4312 -0.3693 -0.0455
H 0.1040 1.0872 -1.2292
H 1.5919 1.0890 1.4343
H 1.8637 -0.8280 1.6091
```

For the HOMO energy, the calculation gives -9.597 eV. The calculation puts the relative energy (zero: lowest compared OMol25 entry of this formula, charge and spin) at 37.4 kcal per mole. As for the net charge: 0. The HOMO-LUMO gap is 9.85 eV. The calculation puts the largest force on an atom at 5.80 eV/A.

***

Record 4
C21H35FHgP2 | wB97M-V/def2-TZVPD

Geometry as XYZ:
```
60
Properties=species:S:1:pos:R:3
P 0.6265 -2.9250 1.1092
P 0.0987 2.1484 1.3181
C 0.3960 -0.3474 -0.3995
C 0.9734 0.9590 0.1600
H 0.8391 -0.3491 -1.3985
H 0.9150 -1.2211 0.1289
H 1.7954 0.7725 0.8831
H 1.4730 1.5914 -0.6083
C -1.5041 2.6394 0.6794
H -1.8570 3.2986 1.4691
H -2.1962 1.8082 0.4861
H -1.4304 3.2110 -0.2608
C 1.1835 3.5569 1.1782
H 0.8932 4.2487 0.3844
H 2.2304 3.3010 0.9944
H 1.0913 4.0659 2.1312
C -0.4014 -4.0606 0.1573
H -0.2493 -4.9729 0.7216
H -0.0580 -4.3017 -0.8627
H -1.4298 -3.7067 0.1290
C 2.1908 -3.3376 0.1500
H 2.8691 -2.4735 -0.0319
H 2.1230 -3.9283 -0.8052
H 2.6034 -3.9839 0.9431
Hg -1.6064 -0.6050 -1.3244
C 0.2315 1.0578 -3.1672
C -1.1167 0.9931 -2.8473
C -2.2028 0.3873 -3.8045
C -1.7951 -1.0534 -4.2002
C -1.0141 -1.8282 -3.1140
C 0.3902 -1.8272 -3.0348
C 1.3723 -1.0909 -3.8966
C 0.9936 0.3567 -4.2262
C -0.1863 -2.5564 2.9516
H 0.8204 1.6981 -2.5156
H -1.5215 1.7858 -2.1781
H -2.5400 1.0300 -4.6486
H -3.1009 0.2439 -3.1665
H -2.7043 -1.6532 -4.3349
H -1.2614 -1.0953 -5.1570
H -1.5046 -2.7783 -2.7541
H 0.8464 -2.6669 -2.4974
H 1.5992 -1.6327 -4.8258
H 2.3401 -1.0393 -3.3899
H 1.9199 0.9138 -4.4225
H 0.4314 0.3921 -5.1527
H 0.1695 -1.5311 3.0564
H 0.3549 -3.3511 3.5691
H -1.2659 -2.4835 3.2668
F -0.4660 2.7806 7.2149
C -0.3301 2.3175 5.9188
C 0.9408 2.1147 5.3590
C 1.0169 1.7962 3.9901
C -0.1237 1.7817 3.1152
C -1.3761 1.8413 3.7949
C -1.5015 2.0487 5.2041
H 1.7993 2.2368 6.0297
H 2.0198 1.6291 3.5857
H -2.3172 1.7736 3.2212
H -2.4874 2.0206 5.7251
```

For the HOMO energy (alpha / beta), the calculation gives -3.978 / -3.974 eV. The calculation puts the relative energy (zero: lowest compared OMol25 entry of this formula, charge and spin) at 70.5 kcal per mole. As for the net charge: 0. The HOMO-LUMO gap (alpha / beta) is 3.66 / 3.66 eV. The calculation puts the largest force on an atom at 4.20 eV/A.

***

Record 5
C4H7NO | wB97M-V/def2-TZVPD

Geometry as XYZ:
```
13
Properties=species:S:1:pos:R:3
O -1.7039 0.0151 1.8568
C -1.2378 0.9722 1.2856
C -0.0724 0.8826 0.3253
C 0.4319 -0.5568 0.2469
C 0.6619 -1.1785 -2.1551
N 1.1664 -0.8738 -0.9830
H -1.6693 1.9832 1.4373
H 0.6987 1.6008 0.6396
H -0.4209 1.2321 -0.6577
H 1.0497 -0.7876 1.1209
H -0.4431 -1.0989 -2.0152
H -0.4322 -1.2220 0.2878
H 2.1750 -0.9152 -0.8867
```

For the HOMO energy, the calculation gives -8.429 eV. The calculation puts the relative energy (zero: lowest compared OMol25 entry of this formula, charge and spin) at 76.3 kcal per mole. As for the net charge: 0. The HOMO-LUMO gap is 9.26 eV. The calculation puts the largest force on an atom at 0.56 eV/A.

***

Record 6
C20H31MgN5O6S5 | wB97M-V/def2-TZVPD

Geometry as XYZ:
```
68
Properties=species:S:1:pos:R:3
Mg -0.6373 1.2957 0.6808
S -1.9960 2.0805 5.4329
C -1.5984 1.4603 3.9086
S -1.9687 2.3874 2.4795
S -0.7937 -0.0507 3.7283
O 2.7778 0.7852 -2.2113
S 1.5983 1.5069 -1.7704
O 0.6432 0.6095 -1.0836
O 1.8503 2.7510 -1.0794
C 0.7771 2.0217 -3.2937
C 1.5789 1.9774 -4.4301
C 1.1363 2.4697 -5.6473
C -0.1260 3.0301 -5.7376
C -0.9377 3.0697 -4.6153
C -0.5096 2.5629 -3.3910
S -1.8303 2.5303 -2.1512
O -2.4696 1.2505 -2.4357
O -2.6385 3.6892 -2.4499
O -1.2391 2.5823 -0.8108
H 2.5668 1.5508 -4.3254
H 1.7831 2.4215 -6.5158
H -0.4858 3.4335 -6.6772
H -1.9297 3.4967 -4.6627
C 2.3377 -1.7242 3.5357
C 1.7788 -1.8919 2.1210
N 1.8852 -0.6349 1.3903
C 1.9304 0.5724 2.0445
N 1.2813 1.5850 1.5946
C 1.6590 2.8507 2.1992
C 1.6225 2.7677 3.7208
C 2.4134 1.5515 4.2206
N 2.7776 0.6380 3.1228
C 3.3892 -0.6216 3.5098
H 2.7576 -2.6682 3.8926
H 1.5354 -1.4221 4.2120
H 0.7357 -2.2201 2.1745
H 2.3507 -2.6499 1.5754
H 1.4169 -0.5711 0.4935
H 0.9766 3.6214 1.8449
H 2.6673 3.1187 1.8570
H 0.5873 2.6874 4.0478
H 2.0336 3.6858 4.1496
H 1.8065 1.0044 4.9507
H 3.3503 1.8534 4.6987
H 3.8495 -0.4817 4.4892
H 4.1818 -0.8733 2.7969
C -0.9433 -1.9290 -2.8949
C -2.3763 -1.9738 -2.3672
N -2.4997 -2.4479 -0.9903
C -2.9776 -3.8006 -0.7976
C -1.9183 -4.8689 -1.0611
C -2.1107 -1.6443 0.0563
C -2.2162 -2.2049 1.4437
N -1.6796 -0.4480 -0.1054
H -0.9476 -1.5528 -3.9200
H -0.4830 -2.9194 -2.8885
H -0.3222 -1.2531 -2.3064
H -2.9806 -2.6466 -2.9811
H -2.8183 -0.9801 -2.4506
H -3.8274 -3.9605 -1.4696
H -3.3604 -3.9072 0.2140
H -1.5658 -4.8213 -2.0921
H -2.3263 -5.8674 -0.8840
H -1.0589 -4.7224 -0.4049
H -3.2640 -2.3623 1.7098
H -1.7969 -1.4813 2.1441
H -1.6911 -3.1587 1.5382
H -1.7109 -0.1386 -1.0759
```

For the HOMO energy, the calculation gives -0.872 eV. The calculation puts the relative energy (zero: lowest compared OMol25 entry of this formula, charge and spin) at 0.0 kcal per mole. As for the net charge: -2. The HOMO-LUMO gap is 5.14 eV. The calculation puts the largest force on an atom at 0.27 eV/A.

***

Record 7
C4H12N2 | wB97M-V/def2-TZVPD

Geometry as XYZ:
```
18
Properties=species:S:1:pos:R:3
C -0.1954 -0.6637 -0.6555
C -0.9358 0.5828 -0.6228
C -0.2657 1.2444 0.6305
C 0.9800 1.1584 1.0559
N -1.2319 2.1299 1.3528
N 1.2643 -3.0601 -1.3387
H 0.5532 -0.8694 -1.4174
H -0.3194 -1.3958 0.1378
H -0.7493 1.2527 -1.4618
H -2.0199 0.5086 -0.5129
H 1.3768 1.8313 1.8026
H 1.6588 0.3939 0.6938
H -1.7856 1.5438 1.9886
H -1.8806 2.6212 0.7272
H -0.7417 2.8480 1.8992
H 1.7573 -3.4286 -0.5340
H 0.6001 -3.7578 -1.6549
H 1.9349 -2.9395 -2.0904
```

For the HOMO energy, the calculation gives -17.419 eV. The calculation puts the relative energy (zero: lowest compared OMol25 entry of this formula, charge and spin) at 94.0 kcal per mole. As for the net charge: +2. The HOMO-LUMO gap is 5.95 eV. The calculation puts the largest force on an atom at 0.94 eV/A.

***

Record 8
C6H8BrN3 | wB97M-V/def2-TZVPD

Geometry as XYZ:
```
18
Properties=species:S:1:pos:R:3
C -1.3118 0.9214 1.2813
C -1.8743 0.1423 2.3241
C -0.6700 -0.0181 0.4917
C 0.2914 -1.0152 -1.4353
C -0.4370 -2.4005 0.4796
C 1.3711 0.9721 -0.3758
N -1.7476 -1.1815 2.0331
N -1.0660 -1.2712 0.9094
N 0.2004 0.0080 -0.5725
Br 0.5258 -3.3929 1.6782
H -1.1482 2.0012 1.1543
H -2.6512 0.2801 3.0865
H 1.2177 -0.8804 -2.0307
H -0.5809 -1.5596 -1.6331
H -1.0179 -2.9410 -0.1593
H 1.0782 1.9396 -0.0985
H 2.0342 0.6124 0.4986
H 1.9366 1.1352 -1.2445
```

For the HOMO energy (alpha / beta), the calculation gives -7.229 / -7.047 eV. The calculation puts the relative energy (zero: lowest compared OMol25 entry of this formula, charge and spin) at 95.5 kcal per mole. As for the net charge: 0. The HOMO-LUMO gap (alpha / beta) is 7.44 / 7.19 eV. The calculation puts the largest force on an atom at 3.21 eV/A.